{
  "formula": "C45H100N6O3",
  "method": "ωB97M-V with the def2-TZVPD basis set",
  "elements": ["O", "O", "O", "N", "N", "N", "N", "N", "N", "C", "C", "C", "C", "C", "C", "C", "C", "C", "C", "C", "C", "C", "C", "C", "C", "C", "C", "C", "C", "C", "C", "C", "C", "C", "C", "C", "C", "C", "C", "C", "C", "C", "C", "C", "C", "C", "C", "C", "C", "C", "C", "C", "C", "C", "H", "H", "H", "H", "H", "H", "H", "H", "H", "H", "H", "H", "H", "H", "H", "H", "H", "H", "H", "H", "H", "H", "H", "H", "H", "H", "H", "H", "H", "H", "H", "H", "H", "H", "H", "H", "H", "H", "H", "H", "H", "H", "H", "H", "H", "H", "H", "H", "H", "H", "H", "H", "H", "H", "H", "H", "H", "H", "H", "H", "H", "H", "H", "H", "H", "H", "H", "H", "H", "H", "H", "H", "H", "H", "H", "H", "H", "H", "H", "H", "H", "H", "H", "H", "H", "H", "H", "H", "H", "H", "H", "H", "H", "H", "H", "H", "H", "H", "H", "H"],
  "xyz": [[5.48655, 2.31982, -5.92353], [4.15636, 2.37753, -4.33416], [3.91222, 3.59073, -6.08536], [4.64100, -2.13343, -5.14255], [-1.14925, 0.46279, -7.55180], [8.02238, 4.00204, -1.69362], [4.51563, 2.81140, -5.44149], [0.23766, 8.22283, -6.83108], [3.88429, 3.72133, -9.97518], [0.97311, 9.51564, -6.31837], [5.92360, 2.76132, -9.16056], [4.25143, 3.88377, -11.47245], [-3.45145, -0.58759, -6.90417], [8.54387, 4.96721, -0.61236], [3.61146, 3.30047, -13.85553], [6.48987, 4.32194, -2.08189], [1.95590, 9.40769, -5.15282], [-5.65424, -1.50898, -5.85468], [-1.89419, -0.68713, -6.98588], [4.44393, 2.38790, -9.38075], [-4.13885, -1.73786, -6.16980], [-0.48202, 7.42060, -5.62658], [3.58212, -2.48270, -6.28533], [-1.41551, 1.83598, -6.84085], [0.17756, 5.99027, -5.66038], [3.93868, -1.44429, -7.39195], [-1.40907, 0.47843, -9.06902], [3.74600, 2.73256, -12.48072], [4.82268, 4.09343, -14.33151], [6.04104, 4.27888, -8.84775], [4.64984, 4.79115, -9.20397], [2.45180, 10.74563, -4.62771], [4.08352, 6.51454, -1.69950], [-0.80241, 8.70825, -7.92774], [1.35773, 7.22559, -7.35043], [8.11767, 2.60160, -1.04604], [-0.06532, 2.12944, -6.12566], [9.40337, 2.46990, -3.11772], [8.45658, 1.63507, -2.27189], [4.40679, -0.76888, -4.40692], [5.43052, -1.22969, -7.33522], [4.80284, 5.89753, -2.88476], [2.90143, 10.53266, -3.22079], [0.39483, 0.09221, -7.40320], [9.01930, 3.93643, -2.86021], [1.04868, 1.42891, -6.92972], [2.32468, 3.76682, -9.75419], [1.52650, 6.11784, -6.22606], [5.89158, -1.85061, -6.03167], [2.62807, -4.36273, -0.91749], [4.71488, -3.29134, -4.06447], [6.27000, 5.62308, -2.62211], [3.50996, -3.36663, -3.10064], [3.68513, -4.44014, -2.01657], [2.63116, -3.46855, -3.73736], [9.02131, 2.64210, -0.43786], [2.82267, 4.04971, -13.92307], [2.85708, 9.01680, -5.62523], [4.23683, 4.81343, -8.19549], [6.71644, 6.51346, -2.17936], [0.77407, -0.26497, -8.36065], [1.66667, 11.49953, -4.68531], [-3.72196, -1.76110, -5.16294], [6.29645, 2.07569, -8.39964], [3.37507, -0.65868, -4.07300], [-0.31468, 7.92596, -4.67542], [4.68422, 6.71780, -3.59270], [3.98961, 2.11440, -8.42844], [-1.35146, 7.83805, -8.28745], [1.06976, 6.75115, -8.28855], [6.19298, 4.37225, -7.77243], [-2.24876, 1.96889, -6.15083], [2.23761, 3.67389, -8.67166], [-1.64037, -1.66738, -7.38934], [-1.25335, -0.55445, -9.38049], [7.24320, 2.37160, -0.43735], [4.25814, 1.49496, -9.97760], [4.99312, -4.14262, -4.68576], [0.51126, -0.61281, -6.58010], [5.51971, -0.14462, -7.28265], [4.88947, 5.11700, -13.96279], [1.23075, 2.01973, -7.82743], [-2.37573, 0.95245, -9.23919], [2.02038, -5.26743, -0.89922], [-0.20415, 9.16815, -8.71430], [0.37175, 5.75227, -4.61456], [3.51063, -0.49554, -7.06829], [3.72666, -3.51622, -6.60003], [3.31835, 9.55803, -2.96707], [2.35149, 6.40451, -5.57390], [1.93871, 4.63695, -10.28523], [2.03006, -3.45430, -0.98981], [3.28370, 11.21554, -5.15233], [-5.96416, -0.99029, -4.94747], [3.46193, 2.62333, -14.69649], [6.75303, 5.53166, -3.59495], [4.58161, -4.39432, -1.39824], [-0.14363, 1.62067, -5.16487], [1.64464, 8.66206, -4.42121], [5.31095, 4.12141, -11.56763], [1.78725, 5.14021, -6.63148], [-0.70239, 1.09484, -9.62466], [2.29378, 7.78401, -7.35922], [4.34370, 5.01264, -3.32550], [-6.07151, -0.90088, -6.65730], [-0.42091, 5.30670, -6.26260], [6.00838, -1.67083, -8.14737], [1.87373, 1.47873, -6.21914], [6.90355, 4.68648, -9.37505], [7.95154, 5.02003, 0.30113], [4.47468, 5.74936, -9.69310], [6.49212, 2.52615, -10.06033], [3.43467, -2.43710, -2.53637], [-1.55798, 7.48777, -5.78750], [4.46174, 7.52746, -1.56151], [-4.11757, -2.74687, -6.58157], [1.51504, 10.02078, -7.11790], [3.69127, -5.38889, -2.55317], [8.61124, 4.31456, -3.79754], [5.85886, 4.29518, -1.19351], [4.44853, 1.89947, -12.50372], [9.77718, 4.68668, -2.63470], [6.28409, 3.56931, -2.84301], [9.55382, 4.70476, -0.29736], [5.58738, -2.94932, -3.50781], [2.00614, 10.51535, -2.59929], [3.67811, 4.73872, -11.83084], [-6.16679, -2.46758, -5.93513], [-1.43135, 9.31094, -7.27252], [-1.48830, 2.49422, -7.70660], [3.15024, -4.21352, 0.02759], [-3.70472, -0.69142, -7.95924], [9.51432, 2.09424, -4.13490], [0.08227, 3.19969, -5.98114], [2.63252, -2.35150, -5.76653], [0.22661, 10.18856, -5.89647], [8.35238, 6.00518, -0.88452], [7.56238, 1.39957, -2.84898], [6.68716, -1.30403, -5.52532], [8.89230, 0.71406, -1.88459], [3.01592, 6.43780, -1.90551], [5.09060, -0.73233, -3.55887], [3.56295, -1.77510, -8.36019], [3.49136, 11.26400, -2.66832], [-3.82061, 0.40440, -6.64380], [4.24038, 5.98194, -0.76150], [1.74798, 2.90450, -10.08874], [4.61875, -0.08813, -5.23139], [-1.55962, -0.67543, -5.94857], [4.75513, 4.26478, -15.40584], [10.39650, 2.48049, -2.66863], [5.76553, 3.54808, -14.29011], [6.33055, -2.83723, -6.17997], [2.74609, 2.42707, -12.17257]],
  "forces_ev_per_angstrom": [[4.680, -2.119, -2.032], [-1.177, 0.542, 1.333], [-3.922, 4.402, -2.255], [-0.601, 0.479, -0.236], [1.009, -0.752, -1.219], [-0.755, 0.052, 1.703], [0.190, -2.947, 2.626], [1.105, -0.443, 0.391], [-0.936, -1.885, -0.579], [-0.811, 0.313, 1.123], [0.041, -1.053, -0.496], [-1.414, -1.067, -0.928], [0.572, -0.460, -2.477], [-1.100, 0.653, -0.051], [0.710, 1.705, -1.571], [1.761, -1.924, 1.856], [1.281, -1.312, -2.055], [-0.137, 0.309, -1.528], [-1.708, -0.071, 3.007], [0.816, 1.044, 0.030], [-0.882, 0.636, 2.317], [0.898, 0.057, -1.318], [1.144, 1.556, 1.276], [2.328, 0.139, -1.124], [-1.253, 1.851, 1.638], [-1.215, -1.008, 0.872], [0.077, 0.688, 0.785], [0.537, 0.598, 1.509], [0.628, 0.278, -1.040], [0.201, -1.394, -0.391], [-0.947, 0.087, 1.110], [-0.073, 0.782, 0.194], [-0.126, -0.997, 0.424], [1.430, -1.256, 2.088], [-0.210, -0.275, 1.658], [0.723, -0.590, -2.010], [-1.107, -1.037, -0.333], [1.356, 0.412, 1.729], [-0.813, 0.949, 1.291], [-0.484, -1.314, -1.756], [0.229, 0.286, 0.472], [-0.196, 0.644, -0.059], [-0.922, -0.193, 2.606], [-0.064, 1.904, 1.443], [-1.283, 0.801, -1.376], [-1.592, 0.755, -0.357], [1.762, -0.087, 0.156], [0.799, 1.122, -2.381], [0.378, -1.823, 1.090], [-0.149, 0.175, 0.103], [1.050, 1.738, -0.697], [0.716, 2.446, -3.209], [1.127, 0.470, -0.425], [-0.228, -0.504, -0.445], [-0.423, -0.393, 0.520], [-0.214, -0.092, 0.190], [-0.575, -0.300, 0.266], [0.310, -0.718, 0.312], [-0.891, 0.168, -0.227], [0.087, -0.330, 0.628], [-0.212, -0.139, 0.258], [-0.180, 0.052, 0.289], [0.579, -0.489, 0.036], [0.197, 0.462, 0.241], [0.109, -0.166, -0.039], [0.386, 0.137, -0.294], [0.497, -0.331, -0.712], [-0.356, 0.948, 0.242], [0.112, 0.055, 0.008], [-0.093, 0.545, -0.077], [-0.018, 0.285, -0.128], [-0.209, -0.881, -0.468], [-0.154, 1.004, 0.054], [0.414, 0.378, -0.484], [-0.651, 0.170, -0.231], [0.055, 0.146, -0.227], [0.119, 0.528, -0.780], [-0.360, -0.405, 0.494], [-0.357, -0.336, -0.403], [0.810, -0.036, -0.281], [0.284, -0.168, 0.558], [0.449, 0.099, 0.121], [-0.205, -0.734, -0.074], [-0.166, 0.323, 0.253], [-0.470, 0.351, 0.187], [-0.988, -0.882, 0.027], [-0.540, -0.044, -0.432], [0.160, 0.058, 0.233], [0.446, -0.139, -0.647], [-0.404, 0.020, 0.348], [0.005, 0.183, 0.601], [-0.425, -0.192, -0.288], [-0.055, -0.581, -0.762], [0.632, -0.216, 0.215], [-0.472, -0.730, 0.730], [0.097, 0.740, -0.472], [0.725, 0.385, -1.095], [0.228, 0.326, 0.308], [-0.091, 0.506, 0.410], [-0.096, -0.261, 0.199], [0.442, 0.176, -0.292], [0.340, 0.117, 0.471], [-0.275, 0.077, -0.772], [-0.300, -0.080, 0.218], [-0.223, -0.005, -0.194], [-0.142, -0.099, 0.505], [-0.162, 0.252, -0.061], [0.559, -0.821, -0.617], [-0.311, 0.199, -0.082], [-0.461, -1.256, 0.011], [0.423, -0.117, -0.111], [-0.047, 0.044, -0.116], [-0.035, 0.351, -0.373], [0.109, -0.320, -0.285], [-0.436, 0.077, 0.048], [0.774, 0.363, -0.489], [-0.521, -0.295, -0.457], [-0.030, -0.292, 0.415], [-0.795, 0.306, 0.308], [0.451, -1.166, 0.412], [-0.138, -0.133, 0.261], [0.456, -0.692, 0.158], [-0.418, -0.216, 0.395], [-0.011, 0.259, -0.568], [0.194, -0.501, 0.155], [-0.343, -0.052, 0.147], [0.168, 0.401, 0.426], [-0.047, 0.115, 0.325], [-0.171, 0.508, -0.958], [-0.438, 0.245, 0.237], [-0.241, -0.476, 0.155], [-0.650, 0.135, -0.246], [-0.311, 0.638, -0.055], [0.084, -0.197, 0.084], [-0.183, -0.097, -0.508], [-0.642, -0.069, -0.710], [0.974, -0.059, -0.846], [-0.156, -0.061, 0.130], [-0.507, 0.271, 0.380], [0.006, 0.057, -0.138], [-0.083, 0.613, 0.224], [0.045, 0.170, -0.344], [-0.071, 0.202, 0.061], [0.312, 0.329, -0.843], [0.119, -0.111, 0.543], [0.037, -0.090, 0.109], [0.819, -0.278, -0.724], [0.084, 0.709, 0.898], [0.176, -0.351, 0.225], [-0.370, -0.051, -0.131], [0.250, -0.928, -0.110], [0.144, 0.074, 0.622], [-0.095, -0.133, -0.295], [0.113, -0.409, 0.313]],
  "charge": 4,
  "de_lowest_kj_mol": 527.0
}